{"formula": "C42H61F6N15O18S6", "method": "ωB97M-V with the def2-TZVPD basis set", "e_tot_ev": -185037.546, "e_homo_ha": -0.4269, "charge": 2, "lumo_ev": -7.20, "species": ["S", "S", "S", "S", "S", "S", "F", "F", "F", "F", "F", "F", "O", "O", "O", "O", "O", "O", "O", "O", "O", "O", "O", "O", "O", "O", "O", "O", "O", "O", "N", "N", "N", "N", "N", "N", "N", "N", "N", "N", "N", "N", "N", "N", "N", "C", "C", "C", "C", "C", "C", "C", "C", "C", "C", "C", "C", "C", "C", "C", "C", "C", "C", "C", "C", "C", "C", "C", "C", "C", "C", "C", "C", "C", "C", "C", "C", "C", "C", "C", "C", "C", "C", "C", "C", "C", "C", "H", "H", "H", "H", "H", "H", "H", "H", "H", "H", "H", "H", "H", "H", "H", "H", "H", "H", "H", "H", "H", "H", "H", "H", "H", "H", "H", "H", "H", "H", "H", "H", "H", "H", "H", "H", "H", "H", "H", "H", "H", "H", "H", "H", "H", "H", "H", "H", "H", "H", "H", "H", "H", "H", "H", "H", "H", "H", "H", "H", "H"], "positions_angstrom": [[-7.941, -20.191, -2.748], [-6.405, -12.468, -5.466], [-5.015, -12.442, -7.307], [-4.226, -14.770, 2.233], [-9.304, -19.836, -4.584], [-5.764, -16.544, 2.339], [-6.206, -17.963, 1.614], [-2.880, -14.471, 1.381], [-9.029, -19.907, -6.166], [-6.818, -21.177, -2.107], [-3.777, -13.358, -7.854], [-6.901, -13.453, -4.286], [-5.915, -11.339, -4.695], [-0.074, -18.355, 1.404], [-7.606, -12.255, -6.231], [0.805, -13.046, -2.714], [-10.538, -20.536, -4.433], [-9.060, -20.609, -1.934], [-7.313, -18.912, -2.521], [-4.257, -11.262, -6.995], [1.630, -12.091, -0.957], [-5.043, -13.677, 1.782], [-6.961, -15.800, 2.007], [-5.541, -16.973, 3.689], [-0.605, -19.634, -0.282], [-1.165, -17.532, -0.285], [-5.881, -12.582, -8.427], [-0.403, -12.829, -0.915], [-3.726, -14.742, 3.570], [-9.342, -18.397, -4.436], [-4.474, -16.260, 1.534], [-3.896, -10.860, -1.175], [-1.707, -6.548, -7.767], [-5.324, -13.453, -6.025], [-6.136, -16.300, -7.272], [-0.591, -18.508, 0.281], [-3.152, -20.621, -2.735], [-4.271, -15.806, -2.099], [-1.722, -10.705, -0.811], [-4.497, -20.625, 3.155], [-3.310, -18.884, 3.646], [0.682, -12.665, -1.519], [0.704, -12.897, -6.038], [-2.914, -14.650, -3.349], [-7.914, -20.691, -4.206], [-3.966, -19.923, 4.150], [-3.085, -15.688, -1.429], [-2.505, -7.467, -7.225], [-3.223, -18.458, -3.689], [-4.149, -21.085, -3.518], [-4.694, -20.204, -4.442], [-3.477, -12.062, -0.632], [-5.571, -21.630, 3.308], [1.073, -14.293, -5.674], [-0.823, -11.478, -7.172], [-6.295, -17.878, -5.534], [-2.580, -17.890, 4.411], [-4.146, -15.157, -3.265], [-2.188, -15.017, -2.221], [-0.726, -9.047, -7.031], [-4.267, -18.877, -4.507], [-2.517, -13.807, -4.482], [-5.268, -10.521, -1.502], [-6.825, -15.483, -8.309], [-6.898, -20.882, 3.142], [-2.706, -19.355, -2.791], [0.944, -10.546, -5.815], [-6.879, -17.048, -6.468], [-0.401, -6.859, -7.921], [-2.168, -5.162, -8.012], [-3.994, -20.130, 1.976], [-0.339, -10.205, -0.760], [-2.680, -12.367, -4.067], [-0.154, -10.372, -6.674], [-5.479, -16.424, -1.592], [-4.172, -17.108, -6.301], [-3.295, -18.994, 2.266], [-4.908, -17.960, -5.454], [-2.803, -10.104, -1.331], [-0.363, -12.729, -6.817], [0.316, -10.442, 0.573], [-2.405, -21.530, -1.831], [0.134, -8.060, -7.524], [1.334, -11.849, -5.506], [-4.777, -16.335, -7.251], [-2.146, -11.941, -0.401], [-2.072, -8.737, -6.876], [-6.100, -15.024, -8.971], [-6.839, -18.552, -4.892], [-7.737, -21.548, 3.338], [-2.272, -12.175, -3.073], [-0.857, -13.615, -7.190], [-5.682, -10.086, -0.594], [-1.408, -21.806, -2.173], [-4.151, -20.020, 5.207], [0.319, -11.470, 0.922], [-2.221, -20.991, -0.902], [-5.778, -11.380, -1.931], [-7.381, -14.688, -7.815], [0.005, -9.752, 1.358], [-2.144, -4.541, -7.122], [1.361, -10.158, 0.420], [-3.035, -16.115, -0.441], [-6.124, -15.745, -1.032], [-3.517, -7.169, -6.984], [0.204, -6.060, -8.327], [-7.472, -16.197, -8.812], [-1.585, -18.289, 4.627], [-4.320, -20.591, 1.060], [-6.957, -20.000, 3.777], [-2.469, -16.995, 3.811], [-6.008, -16.902, -2.414], [-1.642, -11.444, -7.877], [1.782, -14.313, -4.852], [-4.827, -15.002, -4.088], [-1.454, -12.671, -0.008], [-4.218, -12.752, -0.255], [1.514, -14.696, -6.587], [-3.095, -17.208, -6.226], [-3.087, -14.119, -5.358], [-3.167, -5.287, -8.427], [-2.965, -22.452, -1.699], [-2.781, -9.341, -6.326], [-2.884, -17.432, -3.694], [-5.199, -17.142, -0.822], [0.113, -10.783, -1.570], [-1.166, -14.671, -2.128], [-4.299, -22.152, -3.451], [0.205, -14.913, -5.470], [-6.928, -20.541, 2.108], [-2.807, -18.302, 1.601], [-3.743, -12.101, -4.034], [-5.411, -22.323, 2.483], [-5.499, -20.527, -5.088], [-7.954, -16.960, -6.561], [-5.274, -9.789, -2.310], [-1.859, -19.143, -2.139], [-1.521, -14.082, -4.836], [2.189, -12.063, -4.879], [1.419, -9.692, -5.357], [-2.835, -9.092, -1.702], [-3.013, -17.790, 5.403], [-5.379, -22.168, 4.234], [-4.248, -15.767, -7.998], [-1.595, -4.715, -8.822], [1.201, -8.192, -7.635], [-2.263, -11.580, -4.698], [-0.397, -9.146, -1.011]], "lowdin_charge": [0.426, 0.442, 0.528, 0.531, 0.526, 0.446, -0.229, -0.209, -0.213, -0.225, -0.245, -0.197, -0.298, -0.009, -0.238, -0.047, -0.228, -0.244, -0.310, -0.284, 0.012, -0.277, -0.263, -0.269, -0.085, -0.092, -0.237, -0.127, -0.241, -0.283, -0.265, -0.094, -0.073, -0.248, -0.065, -0.596, -0.048, -0.055, -0.004, -0.054, -0.071, -0.528, -0.054, -0.034, -0.260, -0.021, -0.020, 0.025, 0.049, 0.042, 0.051, 0.001, -0.140, 0.048, 0.043, 0.070, 0.027, -0.047, 0.038, -0.117, -0.130, -0.161, 0.020, 0.047, -0.043, 0.029, 0.082, 0.040, 0.021, 0.052, -0.010, -0.150, -0.030, -0.128, 0.031, 0.028, -0.014, -0.121, -0.044, -0.013, -0.061, 0.033, 0.058, 0.026, -0.010, -0.070, 0.066, 0.092, 0.077, 0.086, 0.066, 0.151, 0.113, 0.118, 0.175, 0.086, 0.073, 0.094, 0.099, 0.090, 0.120, 0.089, 0.092, 0.116, 0.161, 0.154, 0.118, 0.108, 0.132, 0.084, 0.089, 0.079, 0.134, 0.108, 0.133, 0.087, 0.115, 0.116, 0.131, 0.087, 0.113, 0.103, 0.124, 0.109, 0.087, 0.100, 0.122, 0.154, 0.091, 0.074, 0.109, 0.064, 0.122, 0.126, 0.164, 0.093, 0.121, 0.082, 0.154, 0.140, 0.156, 0.108, 0.127, 0.131, 0.111, 0.143, 0.067, 0.129]}


{"formula": "C7H7F2N", "method": "ωB97M-V with the def2-TZVPD basis set", "e_tot_ev": -14290.693, "e_homo_ha": [-0.3214, -0.3483], "charge": 0, "lumo_ev": [-0.27, -0.11], "species": ["F", "F", "N", "C", "C", "C", "C", "C", "C", "C", "H", "H", "H", "H", "H", "H", "H"], "positions_angstrom": [[-2.716, -0.618, -1.520], [-0.264, 2.150, -0.399], [-2.392, -0.630, -0.132], [0.135, -0.248, -0.249], [0.556, 1.081, -0.463], [-3.052, 0.359, 0.662], [2.762, 0.074, -0.513], [1.899, 1.245, -0.550], [0.838, -1.359, -0.279], [2.260, -1.205, -0.388], [0.493, -2.315, -0.252], [2.194, 2.300, -0.730], [-3.137, 1.414, 0.085], [-2.367, 0.333, 1.455], [3.850, 0.336, -0.564], [-4.175, 0.063, 0.869], [2.710, -2.179, -0.410]], "nbo_charge": [-0.275, -0.318, 0.089, 0.145, 0.287, -0.517, -0.211, -0.270, -0.313, -0.210, 0.229, 0.235, 0.216, 0.236, 0.225, 0.227, 0.226]}


{"formula": "C4H9N2O2S", "method": "ωB97M-V with the def2-TZVPD basis set", "e_tot_ev": -22194.399, "e_homo_ha": -0.5439, "charge": 1, "lumo_ev": -4.97, "species": ["S", "O", "O", "N", "N", "C", "C", "C", "C", "H", "H", "H", "H", "H", "H", "H", "H", "H"], "positions_angstrom": [[-1.903, -0.564, 0.291], [-2.079, -0.350, 1.669], [-2.195, -1.841, -0.292], [1.301, 0.055, 0.579], [0.778, -1.915, -0.583], [-2.059, 0.905, -0.770], [-2.328, 2.096, -0.331], [0.420, -0.851, 0.220], [2.773, 0.006, 0.505], [3.043, -0.233, -0.485], [1.023, 0.792, 1.267], [-2.369, 2.951, -0.935], [-1.596, 0.732, -1.721], [1.687, -2.109, -0.951], [3.232, -0.702, 1.271], [0.068, -2.284, -1.153], [-2.800, 2.319, 0.686], [3.003, 0.995, 0.730]], "nbo_charge": [2.121, -0.828, -0.830, -0.555, -0.777, -0.482, -0.243, 0.326, -0.423, 0.213, 0.430, 0.243, 0.257, 0.411, 0.236, 0.424, 0.249, 0.228]}


{"formula": "C40H40AsN4O8STi", "method": "ωB97M-V with the def2-TZVPD basis set", "e_tot_ev": -159256.783, "e_homo_ha": -0.3713, "charge": 1, "lumo_ev": -3.29, "species": ["As", "Ti", "S", "O", "O", "O", "O", "O", "O", "O", "O", "N", "N", "N", "N", "C", "C", "C", "C", "C", "C", "C", "C", "C", "C", "C", "C", "C", "C", "C", "C", "C", "C", "C", "C", "C", "C", "C", "C", "C", "C", "C", "C", "C", "C", "C", "C", "C", "C", "C", "C", "C", "C", "C", "C", "H", "H", "H", "H", "H", "H", "H", "H", "H", "H", "H", "H", "H", "H", "H", "H", "H", "H", "H", "H", "H", "H", "H", "H", "H", "H", "H", "H", "H", "H", "H", "H", "H", "H", "H", "H", "H", "H", "H", "H"], "positions_angstrom": [[-3.531, -1.230, -0.682], [-0.535, 0.065, -0.198], [-1.933, -0.922, 2.491], [-1.734, 0.148, 1.438], [-4.012, 0.452, -0.619], [-1.771, -0.337, 3.802], [1.014, -0.303, 1.479], [-4.171, -2.045, -1.915], [-0.018, 1.904, 0.573], [-1.786, -1.209, -0.723], [-1.145, -2.085, 2.185], [1.301, 0.776, -1.628], [1.033, 0.712, 3.920], [0.705, -1.748, -0.853], [-1.376, 3.958, 2.562], [-2.882, 4.396, -0.226], [-2.152, 3.415, -2.727], [0.800, 2.873, 0.462], [-1.487, 1.254, -1.720], [2.892, 3.795, -0.409], [1.773, -1.318, -2.969], [3.155, -5.054, 3.729], [1.971, 2.765, -0.346], [1.479, -1.378, 1.992], [-1.071, 2.699, 3.247], [1.546, 0.178, -2.953], [-5.576, -2.302, 3.387], [1.275, -2.642, -0.144], [-6.096, -2.663, 2.156], [0.081, 2.934, 4.218], [1.872, -1.459, 3.367], [-2.965, 5.235, -1.356], [0.569, 4.161, 1.042], [2.707, 5.029, 0.221], [1.633, -2.582, 1.247], [1.507, 5.204, 0.860], [1.577, -0.419, 4.259], [-2.607, 4.749, -2.580], [-1.933, 2.614, -1.577], [3.724, 6.130, 0.091], [0.658, -2.079, -2.279], [-5.383, -2.383, 0.995], [-1.566, 0.712, -2.977], [2.113, 1.715, -1.337], [-2.031, 2.835, -4.016], [2.415, -2.647, 3.907], [-4.140, -1.765, 1.058], [2.180, -3.711, 1.822], [0.517, 1.656, 4.902], [-0.627, 4.580, 1.705], [-4.327, -1.696, 3.460], [-3.617, -1.431, 2.303], [2.589, -3.782, 3.162], [-1.822, 1.495, -4.129], [-2.359, 3.134, -0.328], [2.722, -1.569, -2.487], [4.021, -5.391, 3.157], [0.789, -3.153, -2.420], [1.271, 6.177, 1.281], [2.289, -4.596, 1.201], [-0.931, 5.605, 1.514], [-2.342, 2.476, 0.528], [-0.852, 1.950, 2.491], [-6.129, -2.501, 4.295], [-0.217, 3.655, 4.981], [-2.189, 4.461, 2.890], [2.972, 1.876, -1.995], [0.819, 0.791, 2.918], [4.730, 5.761, 0.292], [-1.831, 1.016, -5.101], [-5.796, -2.643, 0.028], [1.583, -3.566, -0.639], [0.933, 3.360, 3.682], [2.414, -5.855, 3.708], [-2.191, 3.453, -4.891], [1.848, -1.637, -4.010], [1.775, -0.565, 5.318], [3.721, 6.547, -0.918], [0.665, 0.407, -3.550], [2.683, -2.650, 4.959], [2.388, 0.684, -3.431], [3.470, -4.917, 4.762], [-1.408, -0.348, -3.125], [3.520, 6.941, 0.788], [-3.360, 6.239, -1.260], [-7.058, -3.152, 2.088], [-2.725, 5.358, -3.468], [-1.972, 2.379, 3.766], [-0.323, 1.191, 5.423], [-0.322, -1.825, -2.675], [-4.307, 0.738, -1.495], [3.770, 3.657, -1.032], [-3.287, 4.743, 0.719], [-3.891, -1.438, 4.415], [1.304, 1.875, 5.624]], "lowdin_charge": [0.977, 1.182, 0.547, -0.433, -0.210, -0.282, -0.105, -0.407, -0.171, -0.491, -0.244, 0.030, 0.085, -0.020, 0.100, -0.097, -0.159, -0.257, -0.145, 0.040, -0.147, -0.042, -0.090, -0.287, -0.136, -0.186, -0.049, -0.055, -0.050, -0.136, -0.108, -0.074, -0.100, -0.255, -0.118, 0.023, 0.012, -0.029, -0.160, -0.040, -0.191, -0.071, -0.140, -0.059, -0.027, 0.031, -0.228, 0.052, -0.151, -0.013, -0.045, -0.256, -0.253, -0.062, -0.055, 0.122, 0.085, 0.124, 0.130, 0.134, 0.152, 0.095, 0.078, 0.113, 0.128, 0.166, 0.130, 0.118, 0.085, 0.113, 0.108, 0.140, 0.122, 0.087, 0.115, 0.127, 0.156, 0.089, 0.101, 0.127, 0.118, 0.078, 0.083, 0.080, 0.105, 0.113, 0.115, 0.140, 0.129, 0.098, 0.071, 0.133, 0.097, 0.114, 0.134]}